Entry from the OMol25 dataset: C34H63MgNO14S5 as an isolated structure in a non-equilibrium geometry (ωB97M-V/def2-TZVPD).

Properties
- charge = 0
- HOMO energy (eV) = -6.74
- LUMO energy (eV) = 0.0
- largest force on an atom (eV/Å) = 2.6
- orbital gap (eV) = 6.74

Each line ends with the Mulliken charge.
Atoms and positions in Å:
H  -1.8620  0.6538  -2.6401  -0.39
C  -0.1617  -5.2729  4.1101  -0.55
H  0.3770  0.6058  6.3574  0.43
C  -2.2301  -2.4164  -3.5072  0.06
C  -2.3375  -2.8165  -4.8428  -0.63
H  0.1786  -7.2732  4.8601  0.31
H  -0.5407  -7.8788  2.7358  0.32
H  2.2930  2.0959  -0.9119  -1.16
C  4.2531  2.9161  -1.3252  -1.06
H  4.0966  2.6466  -2.3738  0.40
H  -0.1650  0.2308  -4.5558  0.09
C  -2.0051  1.4357  5.5439  -0.85
H  1.6920  2.2169  -5.8221  0.34
O  5.4016  0.8005  1.5598  -0.64
S  -0.4992  -4.8274  2.4230  1.01
H  1.1116  2.6687  -3.0304  0.36
H  -3.5755  -3.7076  -6.3301  0.35
C  -0.9958  2.6385  -3.0669  -0.87
H  -2.8118  2.1297  5.3228  0.43
H  0.3261  -4.4708  4.6577  0.26
C  -2.3021  0.0347  5.0144  -0.62
H  4.6104  -2.7520  -2.7599  0.45
S  2.2208  -2.6914  -0.8764  1.01
H  0.4295  1.2675  -2.2323  -1.33
O  -0.5261  -1.8337  6.0146  -0.77
H  -0.8368  1.7494  3.8127  -0.13
O  -3.0078  4.6294  3.2096  -0.63
C  -1.6629  -0.3666  0.6444  0.20
C  0.6477  1.9048  -5.7261  -1.41
S  -2.6023  5.3890  2.0489  1.12
H  2.9175  1.4114  1.0365  -0.12
C  0.5662  -6.6045  4.0883  -0.69
H  1.1640  -1.1708  -2.3509  -0.42
C  2.9652  2.8458  -0.4921  1.19
C  3.3703  -1.0719  -2.6158  -0.13
O  1.4926  -2.0978  0.1967  1.31
O  -1.8915  -5.0596  2.1108  -0.73
H  0.8549  6.5191  1.3644  0.39
H  -0.5907  6.6408  0.3359  0.36
C  -0.2325  4.6639  1.0228  0.43
H  1.5300  -5.7727  1.7370  0.28
H  1.1137  -8.1092  2.6141  0.39
H  -0.1074  0.2383  -0.6275  -2.12
O  0.6262  0.3042  1.3468  -0.74
S  -0.6848  -0.8595  4.9591  0.85
H  0.1402  4.1525  1.9165  0.13
O  0.1406  -3.5167  2.2366  -0.74
C  0.2850  0.6579  5.2678  -0.89
C  -3.4017  2.1263  -2.0738  -1.35
H  1.6398  -6.5660  4.2850  0.30
H  -1.0378  3.3678  -2.2542  0.28
C  -3.4954  -3.4658  -5.2783  -0.49
H  4.5970  3.9490  -1.3996  0.45
H  1.8872  -2.6050  -3.1653  0.36
C  0.4909  1.0945  -4.4347  0.19
C  3.9739  -2.3112  -0.6472  -0.65
C  -2.1939  1.6659  -2.9043  0.30
C  -4.5777  -3.6186  -4.4531  -0.46
C  -1.7106  4.2552  0.9631  -0.30
O  -5.4751  -2.9790  -1.0730  -0.58
O  -3.6097  6.0934  1.2724  -0.67
C  -0.6485  1.7955  4.8889  0.06
H  -4.3193  1.6278  -2.3679  0.36
H  5.1592  0.9328  -1.0110  -0.35
C  -3.3407  -2.5761  -2.6687  -0.32
H  4.0576  -1.4055  -0.0454  0.24
H  -3.1837  1.9517  -1.0177  0.19
H  -2.7576  0.1243  4.0251  0.20
C  0.3885  -7.3033  2.7330  -0.77
C  3.3210  2.4200  0.9303  -0.48
H  -0.3586  2.8021  5.1769  0.43
H  -1.1549  -5.3541  4.5591  0.40
C  -4.4925  -3.2042  -3.1347  -0.16
S  5.1574  2.1258  1.0310  1.11
H  -1.1297  3.1202  -4.0356  0.32
C  4.5370  -1.9465  -2.0271  -1.08
H  -2.2341  0.0936  1.4796  -0.35
N  -5.6371  -3.3050  -2.2322  1.07
H  6.3537  2.2570  -0.9779  0.61
H  -3.4904  3.2114  -2.1636  0.42
O  -6.6886  -3.7364  -2.6819  -0.64
C  0.3355  1.9006  -3.1189  1.66
H  4.4119  -3.1884  -0.1753  0.52
H  2.4503  3.8035  -0.5363  0.30
H  1.4451  0.5858  -4.2358  -0.08
C  5.3234  1.9779  -0.7592  -0.21
C  -0.4036  0.4645  0.4339  2.30
H  -0.6648  1.5105  0.1543  -0.32
C  0.5132  -6.1661  1.7119  -0.71
H  1.2660  0.5825  4.8091  0.46
H  -0.6938  6.1764  3.3361  0.34
H  -1.9237  1.3528  6.6320  0.31
H  -2.3738  -0.2709  -0.1937  0.02
Mg  0.3529  -1.5391  1.7723  0.51
H  -1.5869  -2.5895  -5.5885  0.39
H  -3.2547  -2.1589  -1.6732  0.58
H  3.5531  -0.8836  -3.6757  0.66
H  -3.0131  -0.6119  5.5310  0.54
H  2.9660  3.0730  1.7210  0.54
H  0.1510  2.8767  -5.7119  0.30
H  -1.4049  -1.8326  -3.1256  0.36
H  0.3691  1.3191  -6.5974  0.39
H  -2.1043  4.2655  -0.0534  0.24
H  -1.4967  7.5016  2.4930  0.47
H  -1.8743  3.2453  1.3354  0.09
C  -0.1665  6.1705  1.2288  -0.89
C  -1.1152  6.4907  2.3801  -0.81
O  -0.4763  -1.2141  3.5616  -0.47
H  0.1545  -6.2021  0.6841  0.54
O  2.0861  -4.0891  -1.2161  -0.78
O  5.7840  3.3441  1.4910  -0.66
C  2.0512  -1.7950  -2.4594  -0.01
H  0.2764  4.2562  0.1526  -0.27
H  -2.5461  1.4155  -3.9149  0.43
H  5.4160  -1.3185  -2.1439  0.50
H  3.3413  -0.0949  -2.1257  -0.30
O  -1.4895  -1.7498  0.9445  -0.85
H  -5.4591  -4.1237  -4.8255  0.44

Entry from the OMol25 dataset: C45H55N2OS4SbTeZr as an isolated structure (ωB97M-V/def2-TZVPD).

Properties
- relative energy (zero: lowest compared OMol25 entry of this formula, charge and spin) (kcal/mol) = 0.0
- charge = +1
- <S²> = 0.76
- HOMO energy (spin up / spin down) (eV) = -9.74 / -9.82
- LUMO energy (spin up / spin down) (eV) = -2.6 / -4.5
- largest force on an atom (eV/Å) = 0.5
- orbital gap (spin up / spin down) (eV) = 7.18 / 5.31
- 2S+1 = 2

Each line ends with the Mulliken charge.
Atoms and positions in Å:
C  -1.3900  -0.2816  5.0224  -0.63
H  -6.2409  0.0987  5.7982  0.42
H  -2.2912  -0.2851  6.9572  0.39
C  3.5457  2.0138  -5.4873  -1.59
Te  2.2366  1.2829  -2.6128  0.82
S  2.1743  -0.0085  0.2251  -0.11
H  3.1062  -4.7048  1.0229  0.45
C  -2.4989  1.6246  5.9974  -0.87
C  4.0642  -2.8149  -4.5545  0.56
C  1.7344  -1.7233  0.1824  1.36
C  -3.4354  -3.2988  5.0384  -0.62
H  -5.3894  0.0552  3.4051  0.33
H  -2.5282  -5.0353  4.0862  0.37
C  -5.2091  0.7647  0.5738  -0.71
H  -1.0581  -1.3086  5.0907  0.60
H  5.8986  -2.3024  -3.5774  0.45
C  2.6760  -2.6496  0.6228  -0.85
H  -6.4312  -3.4194  4.1014  0.44
C  -0.3911  3.0554  -1.0839  1.27
H  2.4533  1.9892  -5.4544  0.25
H  -1.9298  -1.8721  0.9284  0.22
H  -2.4547  3.4143  4.8252  0.45
H  0.8941  -5.5068  0.2624  0.46
H  5.7344  4.9828  -1.5728  0.44
Zr  -0.1093  1.2194  0.4647  -0.29
H  2.0988  -3.0582  -5.3594  0.39
H  -1.8815  4.2529  -2.0471  0.39
H  -0.4088  5.1494  -1.5415  0.36
H  -3.1683  -2.5167  5.7502  0.21
H  3.8324  2.4335  -6.4502  0.47
H  6.4319  6.5869  -3.6423  0.37
C  6.7190  5.6034  -4.0162  -1.59
C  4.4008  -0.8465  -3.1614  0.92
H  5.5336  -3.8583  -5.7244  0.36
H  -3.0374  2.0792  6.8173  0.43
H  -5.5182  -1.4801  6.0753  0.32
C  4.3336  3.4361  -2.0010  0.95
H  -7.8697  -3.3705  2.0145  0.38
C  4.6189  -4.0680  -5.1692  -1.56
H  -6.8513  -1.3089  4.9427  0.30
C  -1.4941  1.7795  3.8173  0.06
S  -0.1833  -0.3671  2.5876  -0.12
C  5.3366  -0.0374  -2.3089  -1.42
C  4.1302  2.8345  -4.3702  1.07
C  -3.2009  1.9198  1.1375  0.68
H  -6.4828  -2.8485  1.0696  0.21
C  -1.0904  0.4407  3.8598  0.97
C  4.8689  -2.0105  -3.7515  -1.02
H  6.8683  5.6801  -5.0916  0.36
C  -5.9409  -0.8298  5.3065  -1.42
H  -0.3890  4.0586  -2.9458  0.31
C  0.1910  -3.5463  -0.2353  -0.68
H  3.9055  -4.5285  -5.8503  0.39
C  0.7769  -0.9501  -4.4693  -1.78
H  -4.8910  -1.2020  -0.2360  0.52
O  -1.0039  1.9019  -1.3572  -0.55
H  4.0951  2.2430  -0.2215  0.17
C  -2.4868  3.1589  1.6113  -1.11
C  3.9557  3.2709  -0.5582  -1.30
H  -6.2881  0.7160  0.5119  0.41
C  -5.9779  -3.4138  3.1089  -0.99
C  -2.1849  2.3658  4.8748  -0.47
C  2.2196  -1.2807  -4.1807  0.64
H  4.8901  0.2060  -1.3435  0.15
H  -2.7849  -2.1512  -0.6103  0.62
C  2.7459  -2.4375  -4.7501  -1.04
C  -4.5839  1.8858  1.0966  -1.08
C  2.3704  -4.0007  0.6586  -0.78
C  -3.0566  -0.2190  0.2614  0.28
C  5.0940  3.7955  -4.6629  -1.06
C  5.2851  4.3818  -2.3552  -1.06
H  7.6772  5.3512  -3.5593  0.34
H  0.6863  -0.3704  -5.3916  0.32
C  3.7640  2.6724  -3.0312  0.01
H  -1.9237  -4.7222  5.7060  0.37
H  4.5753  3.9072  0.0721  0.42
H  3.8943  0.9793  -5.4544  0.31
S  -0.9364  2.8070  2.4783  -0.19
C  -2.2144  -1.4289  -0.0308  -1.05
H  -1.4079  -3.7140  4.3521  0.24
H  6.2506  -0.5984  -2.1208  0.51
H  5.3869  3.9375  -5.6969  0.35
H  0.2834  -0.3814  -3.6805  0.00
H  -3.1362  3.7498  2.2544  0.71
H  -4.0784  -0.0198  4.5580  -0.41
S  -0.6736  -1.0290  -0.9194  0.06
C  -4.4368  -0.3019  0.1539  -0.70
H  3.6407  -2.2976  0.9633  0.53
H  -2.2018  3.7887  0.7631  0.34
C  -4.9456  -0.5683  4.1834  0.36
H  -7.1673  -1.7846  2.2959  0.24
H  -0.7705  -3.8936  -0.5916  0.48
H  0.2077  -1.8688  -4.6053  0.50
H  2.9106  3.5418  -0.3886  0.24
H  -5.1523  2.7294  1.4615  0.58
C  -6.9250  -2.8272  2.0695  -1.00
H  -4.2848  -3.8378  5.4618  0.58
Sb  -4.1254  -2.3294  3.2406  0.58
C  -0.7965  4.2174  -1.9434  -1.57
C  1.1293  -4.4518  0.2365  -0.85
H  5.6151  0.9023  -2.7885  0.22
H  4.8688  -4.7983  -4.3977  0.33
N  -2.4584  0.8873  0.7204  1.33
C  -2.0794  0.2989  6.0702  -0.79
C  5.6789  4.5746  -3.6764  0.54
C  -2.2611  -4.2405  4.7861  -1.29
N  0.4892  3.1034  -0.1246  -0.67
C  0.4871  -2.1922  -0.2525  0.10
C  3.0634  -0.4839  -3.3987  1.21
H  -5.7214  -4.4482  2.8727  0.49

Entry from the OMol25 dataset: C20H22N10O3Os as an isolated structure (ωB97M-V/def2-TZVPD).

Properties
- relative energy (zero: lowest compared OMol25 entry of this formula, charge and spin) (kcal/mol) = 22.6
- charge = +2
- HOMO energy (eV) = -15.26
- LUMO energy (eV) = -7.8
- largest force on an atom (eV/Å) = 0.1
- orbital gap (eV) = 7.48

Each line ends with the Mulliken charge.
Atoms and positions in Å:
N  0.9837  -2.5221  1.3171  -0.89
H  0.9916  -3.7868  -4.4367  0.46
H  3.3829  3.0705  -0.3690  0.36
H  -2.3145  -2.6358  -1.6218  0.22
N  0.8792  -1.8809  0.2236  -0.06
N  -3.6069  5.2341  -3.6657  -0.28
H  -5.6852  -0.2952  0.2036  0.46
H  2.5986  -1.8527  -4.3212  0.47
N  0.8367  5.4018  -2.9071  -0.37
C  2.9183  2.6970  -1.2763  -0.63
C  -1.4355  4.1739  -2.7586  0.85
H  2.2539  3.4261  -1.7306  0.21
H  2.3471  0.3022  5.2202  0.43
C  -4.6503  -0.0879  -0.0329  -0.41
H  1.7105  0.4103  3.5957  0.25
N  -2.0057  0.4241  -0.6571  0.11
H  -4.6663  1.9519  0.7163  0.48
C  -4.0913  1.1641  0.2532  -0.97
C  2.9990  -2.0314  3.8533  -1.39
C  0.7843  -2.9313  -3.8083  -0.40
H  3.8210  -1.6814  4.4759  0.43
H  -4.2883  -2.0205  -0.8744  0.44
H  -2.3020  2.3239  0.1219  0.53
C  1.3753  -0.8014  -2.9490  -0.16
H  0.6063  0.2393  4.9800  0.36
C  -2.7875  1.3791  -0.0753  -0.20
C  -0.0071  -0.6470  1.7469  -0.33
H  -0.4753  0.1630  2.2803  0.63
H  3.6538  2.3224  -1.9778  0.25
C  1.3325  1.6064  0.2116  0.47
C  -2.6424  4.7582  -3.2678  -0.15
O  2.1182  1.4996  -0.8866  -0.08
C  1.5654  -0.0782  4.5644  -1.36
Os  -0.0560  0.8598  -1.0143  0.99
C  -0.3739  -2.8845  -3.0773  -0.99
C  -3.8775  -1.0508  -0.6266  -0.97
H  -0.4704  -1.8991  4.1429  0.45
C  1.6832  -1.8588  -3.7490  -0.87
N  0.2377  -0.7611  -2.1968  -0.01
N  -1.7932  -1.7775  -1.5190  0.02
N  -1.5166  3.0182  -2.2123  -0.50
H  -1.0954  -3.6892  -3.1231  0.42
H  2.0223  0.0580  -2.8604  0.41
O  1.5087  2.0589  1.2786  -0.46
C  1.6660  -1.5961  4.4526  0.78
C  0.4789  -2.1968  3.6984  -1.20
H  3.1460  -1.6073  2.8562  0.23
H  3.0754  -3.1161  3.7743  0.38
C  -0.6306  -1.7780  -2.2627  1.07
O  -0.2873  2.5957  -1.7651  0.02
N  0.4390  -1.7708  2.2866  0.60
H  0.5310  -3.2831  3.6677  0.37
H  1.5818  -2.0206  5.4570  0.34
C  -0.1829  4.8776  -2.8723  0.13
N  0.2541  -0.7018  0.4520  0.10
C  -2.5401  -0.7718  -0.9354  0.94

Entry from the OMol25 dataset: one molecule with the formula C4H8NOP in a non-equilibrium geometry (ωB97M-V/def2-TZVPD).

Properties
- relative energy (zero: lowest compared OMol25 entry of this formula, charge and spin) (kcal/mol) = 98.1
- charge = 0
- SMILES = CPNC(C)=C=O
- HOMO energy (eV) = -7.22
- LUMO energy (eV) = 0.3
- largest force on an atom (eV/Å) = 4.4
- orbital gap (eV) = 7.52

Each line ends with the Mulliken charge.
Atoms and positions in Å:
H  -1.6182  -1.4888  1.9727  0.30
H  -0.5407  -2.2754  -1.6358  0.33
N  -0.9635  -0.2255  -0.2274  -0.44
H  -1.0255  0.3919  -1.0353  0.25
H  1.1787  -3.0576  -1.4978  0.41
C  -1.7576  -0.4197  1.9665  -1.13
H  -0.0550  -3.0644  -0.3235  0.28
H  -0.9623  0.1998  2.4493  0.27
H  -2.5909  -0.4284  2.7433  0.32
O  -4.3585  0.9990  0.3545  -0.38
P  0.9376  -0.8667  -0.3235  0.10
H  1.2424  -0.1337  -1.4210  0.03
C  -3.2711  0.7378  0.6127  0.24
C  0.4039  -2.4813  -1.1002  -0.96
C  -2.1474  -0.0023  0.6043  0.38